# 1
{
  "formula": "C15H20IN4OOsS",
  "method": "the ωB97M-V functional and the def2-TZVPD basis",
  "spin_multiplicity": 5,
  "relative_energy_kcal_mol": 0.0,
  "gap_ha": [0.3032, 0.1897],
  "lumo_ev": [-9.9, -12.9],
  "charge": 3,
  "s2": 6.025,
  "molar_mass_g_mol": 621.6,
  "total_energy_ev": -45262.092,
  "elements": ["Os", "S", "C", "C", "C", "C", "C", "N", "H", "H", "H", "H", "I", "C", "C", "C", "C", "C", "N", "H", "H", "H", "H", "C", "N", "C", "C", "O", "N", "C", "C", "H", "H", "H", "H", "H", "H", "H", "H", "H", "H", "H", "H"],
  "xyz": [[0.2925, -0.6693, 0.6118], [2.6371, -0.7119, 0.6491], [2.3052, -1.2792, 2.2701], [3.1914, -1.6538, 3.2556], [2.6539, -2.0479, 4.4829], [1.2757, -2.0450, 4.6672], [0.4422, -1.6660, 3.6231], [0.9551, -1.2926, 2.4464], [4.2592, -1.6328, 3.0787], [3.3165, -2.3486, 5.2849], [0.8406, -2.3339, 5.6142], [-0.6350, -1.6615, 3.7256], [-0.6061, -3.4168, -0.2090], [-2.2105, -2.2177, 0.5012], [-3.5149, -2.6424, 0.5228], [-4.4718, -1.7385, 0.9851], [-4.0790, -0.4681, 1.3894], [-2.7426, -0.1276, 1.3363], [-1.8113, -0.9978, 0.8996], [-3.7859, -3.6344, 0.1886], [-5.5138, -2.0299, 1.0274], [-4.8034, 0.2539, 1.7400], [-2.3991, 0.8498, 1.6492], [0.4984, -0.4602, -3.7462], [0.8635, 0.8398, -3.1897], [1.8269, 1.6144, -3.9626], [0.4790, 1.1609, -1.9531], [0.0509, 0.1869, -1.1920], [0.4745, 2.4275, -1.5375], [0.4194, 3.5741, -2.4457], [0.3039, 2.7906, -0.1369], [0.2838, -0.3421, -4.8075], [-0.3747, -0.8687, -3.2501], [1.3265, -1.1710, -3.6694], [2.5136, 0.9226, -4.4502], [2.4019, 2.2887, -3.3340], [1.3578, 2.1898, -4.7632], [0.1341, 3.2756, -3.4481], [1.3715, 4.1051, -2.4793], [-0.3286, 4.2743, -2.0742], [0.4989, 1.9524, 0.5345], [-0.7041, 3.1674, 0.0479], [1.0070, 3.5841, 0.1169]]
}

# 2
{
  "formula": "C15H20N2O",
  "method": "the ωB97M-V functional and the def2-TZVPD basis",
  "relative_energy_kcal_mol": 349.9,
  "gap_ha": 0.3355,
  "lumo_ev": 0.7,
  "smiles": "Cc1cccc(OCCCCCn2ccnc2)c1",
  "molar_mass_g_mol": 244.3,
  "total_energy_ev": -20893.609,
  "elements": ["C", "C", "C", "C", "C", "C", "C", "H", "H", "H", "O", "C", "C", "C", "C", "H", "H", "C", "N", "C", "N", "C", "C", "H", "H", "H", "H", "H", "H", "H", "H", "H", "H", "H", "H", "H", "H", "H"],
  "xyz": [[-5.4031, -0.3367, 0.4563], [-3.9972, 0.3474, 0.1032], [-2.8345, -0.3055, -0.0912], [-1.7197, 0.1942, -0.3209], [-1.6841, 1.4423, -0.5020], [-2.9134, 2.2753, -0.1296], [-4.1652, 1.6118, 0.2121], [-4.9910, 2.3516, 0.0539], [-2.8586, 3.4652, -0.3187], [-0.7147, 2.0447, -0.5241], [-0.6532, -0.2298, -0.4712], [-0.6303, -1.7239, -0.3671], [0.9663, -2.3987, -0.4896], [1.7896, -1.4780, 0.7716], [3.2618, -1.5893, 0.3334], [3.7263, -1.3274, 1.5035], [3.6318, -2.7385, 0.2295], [3.6470, -0.6485, -0.5674], [3.4235, 0.8655, -0.3986], [2.1654, 1.4589, -0.5965], [2.0806, 2.6070, -0.2983], [3.1323, 2.8512, 0.6983], [3.9949, 1.7322, 0.5371], [4.8762, 1.4063, 1.0992], [3.4447, 3.8359, 0.8321], [1.5389, 0.9976, -1.3646], [4.7793, -0.8291, -0.7918], [3.2404, -0.7043, -1.6232], [1.4952, -2.1247, 1.7852], [1.4682, -0.5730, 0.9268], [1.3106, -1.7764, -1.4036], [0.9983, -3.3289, -0.4577], [-1.0903, -2.3208, -0.9942], [-0.9335, -2.1929, 0.7123], [-3.0979, -1.5392, -0.0155], [-6.2507, 0.5340, 0.2297], [-5.5348, -1.2081, -0.4347], [-5.4991, -0.6472, 1.6762]]
}

# 3
{
  "formula": "C15H20N2O3S2",
  "method": "the ωB97M-V functional and the def2-TZVPD basis",
  "relative_energy_kcal_mol": 0.0,
  "gap_ha": 0.3111,
  "lumo_ev": 0.6,
  "molar_mass_g_mol": 340.5,
  "total_energy_ev": -46672.775,
  "elements": ["C", "C", "C", "C", "N", "C", "O", "C", "H", "H", "S", "O", "C", "C", "C", "O", "C", "N", "C", "C", "C", "C", "S", "H", "H", "H", "C", "H", "H", "H", "H", "H", "H", "H", "H", "H", "H", "H", "H", "H", "H", "H"],
  "xyz": [[-4.3038, -3.1477, 0.1488], [-2.8679, -2.7905, -0.2148], [-2.7253, -1.3102, -0.5602], [-1.2907, -0.9508, -0.9187], [-1.1842, 0.4649, -1.2090], [-0.0024, 1.0050, -1.5473], [1.0086, 0.3592, -1.7391], [-0.0404, 2.5110, -1.7880], [-0.5553, 2.6947, -2.7327], [0.9784, 2.8887, -1.8513], [-0.9420, 3.5586, -0.5540], [-2.0640, 2.7439, -0.0475], [0.3404, 3.5386, 0.8027], [0.9659, 2.2154, 0.9544], [0.4792, 1.0746, 1.5352], [1.4072, 0.1012, 1.3508], [2.4063, 0.6865, 0.6544], [2.1910, 1.9470, 0.4123], [3.5431, -0.0704, 0.2461], [3.8056, -1.3956, 0.4778], [5.0178, -1.8118, -0.0992], [5.6542, -0.8045, -0.7572], [4.7858, 0.6752, -0.6922], [6.5878, -0.8465, -1.2821], [5.3992, -2.8147, -0.0293], [3.1461, -2.0334, 1.0378], [-0.7633, 0.7871, 2.2944], [-0.6346, 1.0448, 3.3469], [-1.0004, -0.2715, 2.2289], [-1.5859, 1.3719, 1.8907], [1.0844, 4.2794, 0.5210], [-0.1959, 3.8497, 1.6978], [-1.9042, 1.0794, -0.8375], [-0.6103, -1.2188, -0.1000], [-0.9598, -1.5043, -1.8035], [-3.0447, -0.7055, 0.2923], [-3.3764, -1.0678, -1.4026], [-2.5476, -3.3920, -1.0681], [-2.2099, -3.0314, 0.6233], [-4.6354, -2.5699, 1.0088], [-4.9716, -2.9355, -0.6830], [-4.3849, -4.2041, 0.3930]]
}

# 4
{
  "formula": "C15H20N2O6",
  "method": "the ωB97M-V functional and the def2-TZVPD basis",
  "relative_energy_kcal_mol": 437.1,
  "gap_ha": 0.2732,
  "lumo_ev": -1.2,
  "smiles": "COC(=O)c1ccc(N[C@@H](CC(C)C)C(=O)OC)c([N+](=O)[O-])c1",
  "molar_mass_g_mol": 324.3,
  "total_energy_ev": -31127.442,
  "elements": ["C", "H", "H", "H", "O", "C", "O", "C", "C", "C", "C", "N", "C", "C", "O", "O", "C", "H", "H", "H", "C", "H", "H", "C", "C", "H", "H", "H", "C", "H", "H", "H", "H", "H", "H", "C", "C", "H", "H", "N", "O", "O", "H"],
  "xyz": [[4.5111, 3.8791, -3.5099], [4.2462, 4.9282, -3.4246], [4.1611, 3.4441, -4.5984], [5.4491, 3.6468, -3.3213], [3.4142, 3.5064, -2.6684], [3.6379, 2.0875, -2.5659], [4.4521, 1.4221, -3.1651], [2.5529, 1.4918, -1.7451], [1.7677, 2.3127, -0.9993], [0.8440, 1.7611, 0.0619], [0.8980, 0.2010, 0.0882], [-0.0337, -0.1984, 0.9192], [-0.4040, -1.4453, 1.3461], [-0.7440, -2.4315, 0.0554], [-0.7942, -3.4806, -0.1594], [-1.1732, -1.4694, -0.7571], [-1.8357, -1.9897, -1.8764], [-2.1325, -1.2257, -2.5478], [-1.0979, -2.7309, -2.6034], [-2.4825, -2.8563, -1.7408], [-1.2757, -1.7788, 2.3987], [-0.7703, -1.1818, 3.2739], [-1.0090, -2.9447, 2.8290], [-2.5607, -1.7375, 2.2070], [-3.2337, -0.3726, 1.3833], [-2.7236, -0.1546, 0.6937], [-4.2446, -0.0837, 1.6351], [-2.8041, 0.3291, 2.2544], [-3.4249, -1.9774, 3.4550], [-3.2961, -3.0256, 3.8455], [-3.3440, -1.3914, 4.1018], [-4.6835, -1.9098, 3.0958], [-2.9839, -2.4763, 1.3801], [0.6566, -1.9646, 1.6250], [-0.6519, 0.5229, 1.6080], [1.7073, -0.6652, -0.6317], [2.4032, 0.0976, -1.5679], [3.3812, -0.6328, -1.8789], [1.6534, -1.5714, -0.4740], [0.2576, 2.6020, 0.6755], [0.2172, 3.8262, 0.6624], [-0.4128, 2.2047, 1.6539], [1.9058, 3.4327, -1.0137]]
}

# 5
{
  "formula": "C15H20N4O3S2Ti",
  "method": "the ωB97M-V functional and the def2-TZVPD basis",
  "spin_multiplicity": 2,
  "gap_ha": [0.2812, 0.2835],
  "lumo_ev": [-3.1, -3.1],
  "charge": 1,
  "s2": 0.754,
  "molar_mass_g_mol": 416.4,
  "total_energy_ev": -72767.236,
  "elements": ["Ti", "N", "N", "C", "N", "S", "H", "H", "H", "H", "H", "C", "C", "C", "C", "C", "C", "C", "C", "C", "S", "C", "N", "H", "H", "H", "H", "H", "H", "H", "H", "C", "C", "C", "O", "C", "O", "O", "H", "H", "H", "H", "H", "H", "H"],
  "xyz": [[-0.3120, 0.0062, 0.1431], [-0.6279, -0.5110, -2.0677], [-1.7497, -1.3020, -2.3468], [-2.3504, -2.0110, -1.3802], [-3.3573, -2.7999, -1.7427], [-1.8726, -1.9569, 0.2508], [-0.7036, 0.3833, -2.5492], [0.2261, -0.9612, -2.3947], [-2.0141, -1.4208, -3.3141], [-3.6921, -2.8595, -2.6906], [-3.8422, -3.3240, -1.0341], [0.7323, -1.3971, 2.8064], [-0.2843, -0.3638, 3.1933], [-0.6316, -0.1540, 4.5411], [-1.5385, 0.8164, 4.8572], [-2.1085, 1.6135, 3.8402], [-3.0332, 2.6493, 4.1037], [-3.5297, 3.3916, 3.0715], [-3.1248, 3.1395, 1.7461], [-2.2331, 2.1384, 1.4525], [-1.7078, 1.8499, -0.2078], [-1.7187, 1.3511, 2.5122], [-0.8256, 0.3535, 2.2225], [1.2098, -1.8234, 3.6854], [1.5090, -0.9525, 2.1785], [0.2667, -2.2172, 2.2530], [-0.1702, -0.7648, 5.3038], [-1.8230, 0.9942, 5.8870], [-3.3304, 2.8391, 5.1268], [-4.2359, 4.1886, 3.2601], [-3.5180, 3.7504, 0.9442], [3.9514, 1.9436, 0.2623], [2.4607, 2.2319, 0.0974], [2.2039, 3.6356, -0.4273], [1.7664, 2.0265, 1.3344], [1.8886, 1.1934, -0.8709], [1.7362, 1.3853, -2.0554], [1.5546, 0.0340, -0.2955], [4.3841, 2.6550, 0.9691], [4.4723, 2.0567, -0.6878], [4.1063, 0.9323, 0.6381], [2.6335, 4.3672, 0.2588], [1.1314, 3.8128, -0.5051], [2.6548, 3.7693, -1.4084], [2.2529, 2.4898, 2.0258]]
}

For each record above, in turn, the calculated strongest force on any atom values are 0.044, 0.369, 0.027, 0.352, 0.017 Eh/bohr.